The following is a DFT calculation (the ωB97M-V functional and the def2-TZVPD basis) of a cluster of 12 separate species, C50H63ClN12OP in total.

- gap between HOMO and LUMO (Eh) = 0.1720
- net charge = +1
- HOMO (eV) = -9.2
- multiplicity = 1

Element x y z (Å)
C 5.20 -0.80 2.23
P 4.38 0.70 1.60
O 4.93 1.88 2.58
C 2.68 0.45 2.25
C 2.29 0.95 3.48
N 1.04 0.76 3.93
C 0.12 0.08 3.23
C 0.44 -0.44 2.01
C 1.73 -0.26 1.51
Cl 2.14 -0.95 0.03
H 5.86 -0.51 3.05
H 5.72 -1.28 1.43
H 4.47 -1.49 2.64
H 4.96 2.71 2.09
H 2.99 1.51 4.07
H 0.80 1.12 4.84
H -0.87 -0.04 3.64
H -0.28 -1.00 1.44
N 10.38 0.68 1.69
C 10.41 1.71 2.57
C 9.12 2.07 2.85
C 8.28 1.21 2.10
C 9.08 0.36 1.39
H 11.18 0.21 1.31
H 11.35 2.11 2.93
H 8.81 2.86 3.51
H 7.20 1.23 2.09
H 8.85 -0.44 0.71
N -0.96 -5.37 -1.77
C -0.03 -4.42 -2.06
C 0.00 -3.52 -1.03
C -0.96 -3.95 -0.07
C -1.53 -5.10 -0.56
H -1.20 -6.15 -2.36
H 0.54 -4.45 -2.98
H 0.62 -2.64 -0.97
H -1.21 -3.48 0.86
H -2.30 -5.74 -0.16
N -4.15 -2.57 -0.09
C -3.94 -1.46 0.69
C -5.16 -0.88 0.94
C -6.14 -1.67 0.28
C -5.49 -2.70 -0.34
H -3.43 -3.19 -0.42
H -2.95 -1.18 1.00
H -5.33 0.01 1.51
H -7.21 -1.50 0.26
H -5.85 -3.51 -0.94
N -0.69 -1.53 -5.51
C -0.84 -1.78 -4.17
C -0.35 -0.70 -3.49
C 0.12 0.24 -4.46
C -0.11 -0.31 -5.69
H -0.96 -2.15 -6.25
H -1.29 -2.69 -3.82
H -0.33 -0.59 -2.42
H 0.57 1.19 -4.26
H 0.09 0.07 -6.68
N 0.24 1.63 7.94
C 1.20 0.66 8.12
C 1.38 0.50 9.47
C 0.50 1.40 10.12
C -0.20 2.07 9.16
H -0.11 1.96 7.06
H 1.68 0.17 7.29
H 2.07 -0.18 9.93
H 0.38 1.52 11.19
H -0.95 2.83 9.24
N 9.02 4.52 6.24
C 7.70 4.15 6.32
C 7.06 5.07 7.11
C 8.03 6.03 7.51
C 9.23 5.66 6.96
H 9.73 4.02 5.73
H 7.34 3.27 5.82
H 6.02 5.06 7.37
H 7.86 6.89 8.14
H 10.20 6.11 7.02
N -3.76 0.20 -3.97
C -4.37 1.26 -4.57
C -5.66 1.33 -4.11
C -5.83 0.26 -3.18
C -4.65 -0.41 -3.12
H -2.81 -0.09 -4.12
H -3.84 1.88 -5.28
H -6.40 2.05 -4.41
H -6.73 0.02 -2.63
H -4.36 -1.28 -2.55
N -2.74 -5.65 -6.09
C -3.62 -6.65 -6.42
C -3.37 -7.72 -5.62
C -2.29 -7.37 -4.76
C -1.93 -6.09 -5.07
H -2.70 -4.75 -6.52
H -4.35 -6.50 -7.20
H -3.89 -8.66 -5.65
H -1.84 -7.99 -4.01
H -1.16 -5.45 -4.67
N 1.46 3.68 -5.61
C 0.45 4.43 -5.07
C 1.02 5.47 -4.39
C 2.43 5.34 -4.53
C 2.67 4.23 -5.29
H 1.33 2.85 -6.16
H -0.58 4.16 -5.22
H 0.49 6.24 -3.86
H 3.18 6.00 -4.12
H 3.59 3.78 -5.62
N -6.80 0.44 -8.33
C -7.66 -0.52 -8.79
C -7.56 -1.60 -7.94
C -6.61 -1.26 -6.94
C -6.16 0.00 -7.20
H -6.66 1.34 -8.76
H -8.26 -0.37 -9.67
H -8.11 -2.52 -8.03
H -6.30 -1.88 -6.11
H -5.45 0.62 -6.69
N -3.00 1.41 5.16
C -3.73 2.04 6.14
C -5.05 1.82 5.88
C -5.13 1.03 4.70
C -3.85 0.79 4.28
H -2.00 1.41 5.10
H -3.24 2.58 6.94
H -5.87 2.19 6.46
H -6.02 0.68 4.22
H -3.48 0.23 3.44

Atom charges from the Löwdin analysis, given in e for atoms 1 to 4: C -0.232; P 0.873; O -0.311; C -0.339

=====

The following is a DFT calculation (the ωB97M-V functional and the def2-TZVPD basis) of a structure of composition C50H64CoN3O7P2S2Si.

- gap between HOMO and LUMO (alpha / beta) (Eh) = 0.2715 / 0.2737
- net charge = -1
- HOMO (alpha / beta) (eV) = -5.2 / -5.2
- <S²> = 0.766
- multiplicity = 2

Element x y z (Å)
Co 0.93 -0.59 0.20
C 2.85 4.55 4.58
Si 2.44 4.20 2.78
C 0.65 4.64 2.53
C 3.55 5.30 1.75
C 2.90 2.40 2.48
C 3.97 1.88 3.20
C 4.35 0.55 3.08
C 3.68 -0.22 2.16
N 2.69 0.25 1.39
C 2.25 1.51 1.58
S 0.86 1.88 0.63
H 2.51 5.56 4.87
H 3.93 4.51 4.77
H 2.36 3.83 5.25
H 0.43 5.65 2.91
H 0.01 3.92 3.06
H 0.37 4.59 1.47
H 3.46 6.34 2.06
H 3.29 5.24 0.68
H 4.60 5.00 1.86
H 4.51 2.52 3.90
H 5.15 0.12 3.67
H 3.94 -1.27 2.04
O -0.11 -3.34 1.42
S 0.45 -2.60 2.54
O -0.15 -2.90 3.82
O 0.56 -1.15 2.26
C 2.13 -3.20 2.56
C 2.73 -3.58 3.75
C 3.96 -4.24 3.72
C 4.58 -4.48 2.50
C 4.00 -4.06 1.31
C 2.76 -3.42 1.32
P 1.92 -2.80 -0.21
C 3.38 -2.45 -1.32
C 4.52 -1.78 -0.85
C 5.49 -1.29 -1.71
C 5.34 -1.44 -3.08
C 4.21 -2.09 -3.58
C 3.25 -2.58 -2.71
C 1.33 -4.34 -1.04
C 2.25 -5.25 -1.56
C 1.82 -6.39 -2.23
C 0.47 -6.63 -2.39
C -0.46 -5.74 -1.87
C -0.03 -4.60 -1.20
H 2.22 -3.39 4.69
H 4.41 -4.58 4.64
H 5.53 -5.01 2.48
H 4.52 -4.22 0.38
H 4.66 -1.65 0.22
H 6.35 -0.77 -1.31
H 6.08 -1.04 -3.77
H 4.08 -2.21 -4.65
H 2.38 -3.08 -3.11
H 3.32 -5.08 -1.46
H 2.56 -7.07 -2.64
H 0.13 -7.51 -2.93
H -1.52 -5.92 -1.99
H -0.75 -3.89 -0.80
C 3.32 1.70 -1.77
C 2.34 0.78 -2.41
N 1.47 0.01 -1.79
C 0.74 -0.63 -2.76
C 1.18 -0.25 -3.99
N 2.19 0.65 -3.74
C 0.88 -0.61 -5.40
O -0.05 -1.50 -5.61
O 1.52 -0.07 -6.29
C -0.36 -1.56 -2.33
O -0.97 -2.22 -3.22
O -0.57 -1.57 -1.11
H 3.43 1.45 -0.72
H 2.97 2.73 -1.84
H 4.30 1.63 -2.26
H 2.72 1.09 -4.47
H -0.47 -1.84 -4.71
C -6.71 -1.05 -1.19
C -5.74 -0.79 -2.36
C -4.30 -0.57 -1.87
C -4.30 0.13 -0.50
C -4.89 -0.84 0.54
C -5.97 -1.76 -0.06
P -2.54 0.59 -0.07
C -2.34 2.26 -0.92
C -1.69 2.06 -2.30
C -1.54 3.39 -3.03
C -2.92 4.05 -3.30
C -4.02 3.40 -2.45
C -3.55 3.23 -1.01
C -2.61 1.18 1.70
C -2.63 0.03 2.71
C -2.05 0.51 4.05
C -2.40 2.00 4.30
C -3.74 2.34 3.65
C -3.64 2.24 2.11
H -7.56 -1.64 -1.53
H -7.11 -0.10 -0.82
H -6.08 0.08 -2.93
H -5.76 -1.64 -3.05
H -3.75 0.02 -2.61
H -3.77 -1.52 -1.78
H -4.92 1.02 -0.57
H -5.31 -0.26 1.37
H -4.09 -1.46 0.96
H -6.68 -2.05 0.73
H -5.52 -2.67 -0.45
H -1.57 2.73 -0.30
H -2.27 1.37 -2.92
H -0.71 1.60 -2.15
H -1.01 3.23 -3.98
H -0.92 4.05 -2.42
H -3.18 3.97 -4.36
H -2.87 5.11 -3.06
H -4.28 2.42 -2.87
H -4.93 4.00 -2.49
H -4.38 2.91 -0.39
H -3.25 4.22 -0.63
H -1.61 1.62 1.77
H -2.05 -0.82 2.35
H -3.66 -0.32 2.86
H -0.97 0.38 4.04
H -2.44 -0.10 4.87
H -1.62 2.64 3.88
H -2.43 2.20 5.38
H -4.05 3.35 3.94
H -4.50 1.65 4.03
H -3.34 3.21 1.71
H -4.62 2.00 1.70

Atom charges from the Löwdin analysis, given in e for atoms 1 to 4: Co 0.354; C -0.192; Si 0.502; C -0.199

=====

| no. | DFT total energy (hartree) |
| --- | --- |
| 1 | -3476.5885 |
| 2 | -5786.2723 |